{"formula": "C48H47BiF5N7O6S3Se2", "method": "wB97M-V/def2-TZVPD", "species": ["Bi", "Se", "Se", "S", "S", "S", "F", "F", "F", "F", "F", "O", "O", "O", "O", "O", "O", "N", "N", "N", "N", "N", "N", "N", "C", "C", "C", "C", "C", "C", "C", "C", "C", "C", "C", "C", "C", "C", "C", "C", "C", "C", "C", "C", "C", "C", "C", "C", "C", "C", "C", "C", "C", "C", "C", "C", "C", "C", "C", "C", "C", "C", "C", "C", "C", "C", "C", "C", "C", "C", "C", "C", "H", "H", "H", "H", "H", "H", "H", "H", "H", "H", "H", "H", "H", "H", "H", "H", "H", "H", "H", "H", "H", "H", "H", "H", "H", "H", "H", "H", "H", "H", "H", "H", "H", "H", "H", "H", "H", "H", "H", "H", "H", "H", "H", "H", "H", "H", "H"], "coordinates": [[0.571112, 0.456404, -0.077259], [-1.256481, 0.518735, -2.569479], [1.596490, 2.708087, -1.045395], [-1.132329, -4.856947, 4.938573], [-4.978745, -5.941468, -4.639619], [0.846168, 1.561627, 2.409297], [6.303489, -1.970561, 2.265019], [6.492560, -0.104452, 0.304104], [3.844660, -2.788878, 3.126569], [4.310787, 0.929502, -0.807902], [1.625084, -1.732985, 2.046101], [-0.927473, 3.963431, -4.684225], [2.380321, 1.550958, -5.568455], [-1.359520, 1.986070, 0.383139], [-3.673797, 0.879403, 2.072057], [3.585181, -2.904957, -1.283179], [-3.486210, -4.975467, -6.639074], [-0.596604, 3.805777, 1.630784], [-1.170866, -1.492800, 1.867926], [1.166118, 4.107240, 3.002194], [-0.943154, -2.654087, -1.918349], [0.504081, -4.481715, -1.662067], [1.331017, -2.358598, -1.484510], [3.349220, -5.797274, 4.866806], [-1.182507, -2.217630, 4.141098], [2.825059, -1.280712, 1.581452], [0.618564, -5.206004, 4.892607], [4.116301, 0.045119, 0.194181], [-4.907018, -3.278025, -3.813717], [-4.613792, -4.633662, -3.523296], [-0.100628, 1.002929, -4.090751], [-4.015968, -4.915234, -2.286192], [0.397794, 3.238361, 2.289164], [1.936800, -4.649337, -1.582133], [2.850959, -0.319836, 0.599223], [-0.371640, -5.459244, -2.260828], [-2.525256, 4.001917, 0.217303], [-3.736686, -3.935712, -1.366074], [-2.367634, -6.686805, -5.417107], [-1.187871, -2.764383, 1.484146], [-0.127556, 3.496550, -3.587323], [5.187433, -1.442064, 1.730524], [-3.705108, 0.131248, 1.155617], [1.516049, -4.462205, 5.643695], [-1.179655, -1.226010, 3.167829], [-1.194867, -3.826899, 2.374911], [5.274215, -0.486465, 0.736838], [-4.556128, 5.520401, -0.922678], [-3.793398, -1.578604, -0.734389], [-1.174148, -3.540890, 3.731470], [1.412366, 2.560942, -5.282924], [-3.921066, -0.771974, 0.263589], [3.586507, 3.605517, 2.874945], [-0.167981, 5.925159, 4.015195], [0.265081, -3.133943, -1.704503], [-4.642799, -2.273576, -2.932503], [2.416068, -3.195633, -1.422646], [-3.779697, 6.053768, 0.098756], [-4.315982, 4.229299, -1.373427], [2.480859, -6.493168, 4.138302], [2.862259, -4.793047, 5.591138], [0.741962, 2.278617, -3.933524], [3.942065, -1.852382, 2.161934], [-3.306610, 3.468034, -0.802910], [-4.077951, -2.544524, -1.620931], [1.116788, -6.241117, 4.115563], [-3.527509, -5.777966, -5.747363], [0.870642, 5.535039, 2.973114], [2.347129, 3.705331, 3.755702], [1.873315, 2.085474, -2.900183], [-2.762703, 5.297723, 0.662966], [-1.417886, 3.150233, 0.780762], [-1.397362, -5.324174, -1.914037], [2.358363, -5.081221, -2.495097], [-1.168063, -0.176159, 3.436813], [-2.715818, -7.717430, -5.339661], [-2.140127, 5.698526, 1.451773], [0.496370, 4.310094, -3.202086], [1.904876, 3.546555, -5.243964], [-1.047158, -1.633195, -2.118259], [3.402779, 2.912340, 2.053851], [0.515972, 5.793716, 1.978068], [-3.963422, 7.062388, 0.450616], [-0.324165, 7.006543, 4.023879], [-1.739863, -3.249807, -2.093501], [-5.336084, -3.035046, -4.779238], [-3.091422, 2.465800, -1.154726], [-1.197922, -2.936482, 0.412513], [3.847334, 4.579076, 2.453477], [4.438825, 3.237468, 3.450160], [-1.582446, -6.594452, -6.165960], [-5.343905, 6.114691, -1.371246], [-1.985407, -6.400966, -4.434798], [-4.907564, 3.812744, -2.178978], [-3.771706, -5.946856, -2.048757], [-0.764124, 1.124668, -4.949302], [3.584496, -4.220238, 6.162108], [2.247240, -5.249745, -0.724915], [2.894400, -7.296756, 3.538517], [0.568715, 0.168725, -4.298609], [0.649631, 2.576163, -6.067661], [0.146744, 5.615616, 5.014508], [-3.302843, -4.198434, -0.407817], [2.745452, 1.723694, -6.439159], [-0.828575, 3.213811, -2.804500], [-0.367696, -5.409233, -3.357121], [-1.203888, -4.848462, 2.018667], [1.172855, -3.634550, 6.249439], [2.488669, 4.456995, 4.537059], [0.453185, -6.838293, 3.504935], [-4.836693, -1.244171, -3.202770], [-0.047271, -6.454236, -1.956857], [1.811668, 6.062566, 3.147012], [-1.178959, -1.961199, 5.191951], [2.150857, 1.034294, -2.846339], [-1.114749, 5.436056, 3.786050], [-0.346669, 4.404969, -5.309002], [2.767146, 2.620626, -3.221877], [2.159185, 2.753761, 4.247497]], "forces_ev_per_a": [[-0.097, -0.133, -0.104], [0.185, 0.236, -0.041], [-0.037, 0.079, -0.040], [0.017, -0.035, -0.005], [-0.072, 0.085, -0.067], [-0.024, 0.051, 0.195], [-0.009, 0.000, 0.000], [0.000, 0.004, 0.002], [-0.014, -0.005, 0.004], [-0.030, 0.004, -0.007], [0.052, 0.015, 0.014], [0.001, -0.037, 0.014], [-0.010, 0.037, 0.007], [0.080, -0.106, 0.176], [-0.054, -0.018, -0.177], [0.024, 0.031, 0.041], [-0.058, -0.053, -0.035], [-0.057, -0.038, -0.011], [-0.009, 0.113, -0.028], [-0.054, -0.001, 0.003], [0.162, 0.311, -0.237], [0.012, -0.002, 0.137], [0.011, -0.067, -0.054], [0.000, -0.015, -0.007], [-0.005, 0.014, 0.003], [-0.039, -0.016, 0.065], [0.001, 0.001, -0.006], [0.017, -0.042, -0.109], [0.040, 0.030, -0.014], [0.031, -0.160, 0.031], [-0.054, -0.029, 0.030], [0.013, 0.084, 0.017], [0.163, 0.037, -0.020], [-0.037, -0.007, 0.008], [-0.025, 0.016, -0.057], [0.020, -0.027, 0.009], [0.020, -0.044, 0.022], [-0.128, -0.023, 0.032], [-0.033, 0.016, 0.047], [-0.008, -0.047, -0.043], [-0.048, -0.020, -0.045], [0.001, 0.019, -0.016], [0.001, -0.372, 0.026], [0.017, 0.024, -0.007], [-0.038, -0.035, 0.010], [0.030, 0.019, 0.016], [0.027, -0.039, 0.028], [0.000, 0.000, 0.006], [-0.069, 0.040, 0.056], [-0.001, 0.035, 0.011], [0.078, -0.060, 0.010], [-0.014, 0.390, 0.082], [0.003, 0.005, -0.003], [-0.012, 0.003, 0.013], [0.029, 0.084, -0.048], [0.040, -0.006, 0.018], [-0.060, 0.024, -0.023], [0.004, -0.009, -0.002], [0.012, -0.007, 0.000], [-0.006, 0.026, 0.023], [-0.019, 0.000, -0.006], [0.000, -0.025, 0.038], [0.015, 0.017, -0.029], [-0.005, 0.019, -0.015], [0.037, -0.120, 0.005], [-0.013, -0.043, -0.001], [0.103, 0.028, 0.000], [0.019, -0.030, -0.069], [0.006, -0.006, -0.030], [-0.005, -0.016, 0.102], [-0.025, 0.008, 0.018], [-0.102, 0.079, -0.040], [0.049, 0.021, -0.036], [-0.007, 0.006, -0.011], [-0.014, -0.012, 0.005], [-0.001, 0.002, -0.003], [0.006, 0.003, -0.011], [0.032, 0.020, -0.043], [-0.002, 0.003, 0.018], [0.016, -0.319, 0.063], [0.007, -0.004, 0.002], [0.016, 0.024, -0.006], [-0.001, 0.000, 0.000], [-0.003, 0.000, -0.008], [-0.037, -0.066, 0.024], [-0.004, -0.002, 0.002], [0.008, 0.004, -0.004], [-0.043, 0.005, 0.097], [-0.010, -0.004, -0.011], [0.005, 0.022, 0.013], [0.007, 0.028, 0.006], [-0.003, -0.002, 0.001], [-0.042, -0.047, -0.031], [-0.006, 0.002, 0.003], [-0.032, -0.011, 0.012], [-0.012, 0.000, 0.010], [0.001, 0.004, -0.009], [0.009, -0.014, -0.006], [0.002, -0.007, -0.002], [-0.012, 0.007, -0.041], [-0.008, 0.013, -0.011], [0.006, 0.011, 0.002], [-0.020, 0.003, 0.025], [-0.009, -0.018, -0.010], [0.043, 0.021, 0.039], [0.046, 0.022, 0.027], [-0.002, -0.004, -0.007], [0.007, 0.002, 0.001], [0.011, -0.019, 0.024], [0.001, -0.001, -0.002], [-0.033, -0.004, 0.009], [0.008, -0.012, -0.002], [-0.004, 0.000, 0.012], [0.000, -0.001, 0.000], [0.049, 0.007, -0.070], [0.007, -0.010, 0.008], [-0.007, 0.012, -0.001], [-0.005, 0.027, 0.014], [-0.018, -0.003, -0.014]], "e_homo_ha": -0.0285, "e_tot_ha": -9403.40089, "relative_energy_ev": 1.016, "total_charge": -2, "homo_lumo_gap_ev": 4.27}


{"formula": "C48H47N4O3P2S2Zr", "method": "wB97M-V/def2-TZVPD", "species": ["Zr", "S", "S", "P", "P", "O", "O", "O", "N", "N", "N", "N", "C", "C", "C", "C", "C", "C", "C", "C", "C", "C", "C", "C", "C", "C", "C", "C", "C", "C", "C", "C", "C", "C", "C", "C", "C", "C", "C", "C", "C", "C", "C", "C", "C", "C", "C", "C", "C", "C", "C", "C", "C", "C", "C", "C", "C", "C", "C", "C", "H", "H", "H", "H", "H", "H", "H", "H", "H", "H", "H", "H", "H", "H", "H", "H", "H", "H", "H", "H", "H", "H", "H", "H", "H", "H", "H", "H", "H", "H", "H", "H", "H", "H", "H", "H", "H", "H", "H", "H", "H", "H", "H", "H", "H", "H", "H"], "coordinates": [[0.343224, 0.914359, 0.220437], [1.725124, -1.353941, 0.172337], [0.508824, 1.012259, -2.693963], [1.230724, 0.830659, 2.738037], [-1.939876, 2.434059, -0.113063], [-1.000176, -0.277441, 1.457137], [-1.007576, -0.382841, -0.701363], [3.139024, 0.004259, -2.635263], [2.548124, 1.520859, -0.448563], [1.480324, -1.466641, -3.117163], [-0.791176, -1.127141, -3.337863], [0.727924, 2.843859, 0.925837], [-3.681976, 0.648559, -1.216263], [0.899424, -1.447741, 4.141737], [-0.776876, -2.443841, 0.437437], [-1.384776, 2.795259, 5.947837], [-2.827676, 1.705759, -1.538163], [0.408624, -0.625941, -3.042263], [1.053624, -4.006541, 0.312837], [-4.828876, 5.612659, 1.514537], [-2.815776, 4.321559, 1.691437], [5.824424, -4.120041, -3.190363], [-1.036376, -0.986041, 0.417237], [0.244624, 3.952859, 0.274937], [1.184024, -2.731541, 4.561137], [3.502124, -3.532741, -3.398163], [-1.159976, -2.526041, -3.401863], [0.160024, 1.534559, 4.035637], [-0.773876, 3.735159, -0.807863], [-1.441676, -4.562441, -4.859463], [-1.682776, -3.487741, 0.485737], [2.422124, 2.258159, 2.662137], [-2.648676, 2.060159, -2.869563], [-1.216376, -4.793241, 0.449537], [-1.872676, 2.644659, 4.660337], [-1.187576, -3.059741, -4.838363], [-1.101576, 2.009659, 3.700337], [2.809324, -1.135941, -2.885963], [0.604024, -2.686841, 0.334137], [-4.184176, 0.333359, -3.537563], [5.114424, -1.890441, -2.691463], [2.458024, -3.243641, 4.378737], [1.680524, 3.276259, 1.825137], [-3.172776, 3.609759, 0.549637], [6.121624, -2.829541, -2.781063], [3.445124, -2.467141, 3.792837], [-4.360676, -0.030441, -2.210163], [3.162924, -1.185641, 3.352137], [0.145324, -5.044941, 0.364037], [-3.325476, 1.370759, -3.864063], [-0.133776, 2.301859, 6.290237], [1.768524, 4.648359, 1.758937], [0.852924, 5.081159, 0.772937], [-5.186676, 4.899259, 0.383137], [3.792424, -2.227541, -2.998963], [1.886324, -0.665541, 3.536637], [0.644324, 1.675459, 5.334937], [-4.369576, 3.892159, -0.097763], [-3.646676, 5.314559, 2.174137], [4.515924, -4.468641, -3.486763], [-3.178776, 1.644359, -4.898163], [2.499224, -3.849241, -3.649963], [2.670724, -4.258741, 4.676337], [-0.241876, -2.834141, -5.336163], [-0.287576, 3.349859, -1.718163], [-1.312976, 4.657659, -1.045363], [2.730724, 1.162059, -1.400063], [-4.717776, -0.189841, -4.316463], [5.328424, -0.878541, -2.380463], [-3.804076, 0.368259, -0.174563], [2.115424, -4.186841, 0.256637], [3.368424, 1.958359, 2.196037], [2.777024, 2.518759, -0.466663], [-1.874976, 4.115459, 2.184237], [2.411724, 5.280059, 2.335237], [-2.853576, 3.019359, 4.405637], [-6.101576, 5.134659, -0.138663], [-1.983376, 2.865659, -3.140763], [3.922624, -0.607541, 2.842637], [-4.654276, 3.343759, -0.983863], [2.648024, 2.647159, 3.658637], [1.621324, 1.283259, 5.589537], [3.238324, 1.056659, 0.149237], [-2.340476, -4.806341, -4.298863], [-2.149676, -2.629641, -2.953763], [4.434124, -2.875241, 3.648137], [-1.543976, -0.447441, -3.300663], [-1.973376, -2.545541, -5.392463], [-2.742376, -3.289141, 0.559537], [-3.366376, 5.863859, 3.059437], [-0.611576, -5.104941, -4.412363], [0.499724, -6.063741, 0.321637], [4.281724, -5.476941, -3.792563], [0.235224, 2.404259, 7.300237], [1.283024, -2.440241, -3.315363], [-0.094576, -1.032841, 4.256137], [-1.913076, -5.614941, 0.481937], [-1.570076, -4.909241, -5.881263], [-1.982976, 3.291259, 6.695737], [0.671624, 6.093759, 0.473337], [-1.472376, 1.853859, 2.689337], [7.136724, -2.555441, -2.536763], [-5.027876, -0.838641, -1.948863], [6.611324, -4.853441, -3.278963], [-0.477676, -3.121441, -2.785063], [-5.464676, 6.405959, 1.875337], [0.408524, -3.342541, 5.000337]], "forces_ev_per_a": [[1.947, -0.385, -0.477], [0.508, 0.482, 0.034], [0.025, 1.122, 0.099], [0.772, 0.719, 1.018], [-0.488, 1.148, -1.511], [-0.299, -0.247, 0.543], [-1.196, -0.785, -0.145], [0.430, -0.634, -0.273], [0.699, -0.343, -0.214], [-0.532, -0.463, -0.113], [0.469, 0.222, 0.309], [-0.188, 1.031, 0.523], [0.097, 0.232, -0.043], [0.020, 0.238, -0.074], [0.458, -0.103, -0.031], [-0.046, -0.009, 0.011], [-0.012, -0.037, 0.311], [-0.604, -0.418, -0.523], [-0.027, 0.294, -0.010], [0.024, 0.000, 0.021], [0.068, -0.061, -0.012], [-0.041, -0.004, 0.027], [-0.839, -1.264, -0.176], [-0.188, 0.516, -0.108], [-0.024, -0.108, -0.021], [0.001, 0.234, 0.125], [0.057, -0.357, -0.505], [-0.200, -0.139, -0.381], [0.092, -0.106, -0.033], [0.025, 0.242, -0.062], [-0.069, 0.078, 0.099], [0.011, -0.149, -0.153], [-0.088, 0.094, 0.228], [-0.080, 0.029, -0.051], [-0.073, 0.055, 0.052], [-0.026, -0.185, 0.245], [0.094, -0.197, -0.065], [-0.008, 0.755, 0.095], [-0.287, -0.119, 0.000], [0.036, -0.064, -0.050], [-0.225, 0.044, 0.021], [-0.015, -0.026, -0.005], [0.245, 0.155, 0.270], [0.210, -0.336, 0.469], [-0.011, -0.025, -0.031], [0.127, -0.058, -0.039], [-0.096, -0.078, 0.094], [-0.154, 0.193, -0.004], [-0.041, -0.085, -0.048], [-0.024, 0.012, -0.107], [0.073, -0.017, 0.001], [0.067, -0.465, 0.091], [-0.249, -0.296, -0.295], [-0.080, 0.070, -0.007], [0.504, -0.345, -0.031], [-0.291, 0.065, -0.315], [-0.040, -0.049, -0.145], [0.110, -0.148, -0.093], [-0.053, 0.119, 0.038], [0.014, -0.135, -0.050], [-0.011, 0.052, -0.094], [-0.083, -0.029, -0.032], [0.091, -0.081, 0.077], [0.027, 0.079, -0.020], [-0.230, 0.194, 0.116], [0.078, -0.199, -0.045], [-0.100, 0.030, 0.429], [-0.055, -0.057, -0.083], [-0.004, 0.025, -0.015], [-0.055, -0.060, -0.021], [0.149, -0.093, -0.031], [-0.047, -0.012, 0.053], [-0.232, -0.265, 0.256], [0.020, 0.021, 0.059], [0.200, 0.118, 0.246], [-0.073, 0.022, -0.022], [-0.105, 0.006, -0.028], [0.037, 0.052, -0.007], [0.056, 0.017, 0.014], [-0.033, -0.011, -0.042], [-0.020, -0.094, -0.120], [0.017, 0.012, 0.056], [-0.057, 0.242, -0.182], [-0.137, -0.087, 0.037], [0.051, 0.039, 0.068], [0.093, -0.026, 0.002], [0.140, -0.034, 0.123], [0.022, 0.108, -0.030], [-0.091, 0.023, 0.009], [0.047, 0.079, 0.092], [0.084, -0.106, 0.045], [0.030, -0.106, 0.057], [-0.002, -0.077, -0.050], [0.012, 0.033, 0.062], [0.065, 0.253, 0.041], [-0.040, -0.134, 0.055], [-0.107, -0.084, 0.023], [-0.001, -0.108, -0.031], [-0.095, 0.054, 0.082], [-0.071, 0.225, -0.121], [-0.033, 0.106, 0.229], [0.073, 0.019, -0.003], [-0.072, -0.065, -0.007], [0.049, -0.083, 0.014], [-0.065, 0.042, 0.085], [-0.083, 0.058, 0.064], [-0.028, -0.008, 0.065]], "e_homo_ha": -0.3667, "e_tot_ha": -3828.22157, "relative_energy_ev": 0.747, "total_charge": 1, "homo_lumo_gap_ev": 7.32}